Record 1
The following is a quantum chemistry calculation of a structure of composition C2HCl2N2O at a distorted geometry, from OMol25.

Results
* total charge: +1
* orbital gap (spin up / spin down): 7.412 / 5.730 eV
* calculated total energy: -32148.4957 eV
* energy relative to the best compared isomer or geometry (same formula, charge and spin): 5.280 eV

Each line ends with the Mulliken charge.
Positions of all 8 atoms, in Å:
C (-1.888, -0.821, 0.287)  0.65
C (1.821, 0.135, -0.185)  -0.08
N (-1.227, 1.235, -0.785)  -0.61
N (-1.609, 0.257, -0.235)  0.56
O (-2.002, -1.641, 1.071)  -0.16
Cl (1.592, -0.075, 1.442)  0.04
Cl (1.086, 1.513, -0.909)  0.12
H (2.226, -0.604, -0.686)  0.46

Forces on atoms 1 to 2 (eV/Å):
0.75 0.83 -0.12
-3.27 5.13 2.25

Record 2
The following is a quantum chemistry calculation of a cluster of 3 separate species, C32H25N2O6 in total, from OMol25.

Results
* total charge: +1
* orbital gap: 6.306 eV
* calculated total energy: -48848.8785 eV

Each line ends with the Mulliken charge.
Positions of all 65 atoms, in Å:
N (0.215, -5.943, 5.031)  -0.65
C (-0.790, -5.932, 4.030)  0.91
O (-0.270, -6.043, 2.732)  -0.45
C (-1.654, -4.660, 3.990)  -0.72
N (-2.870, -4.946, 3.749)  0.01
C (-3.048, -6.388, 3.450)  -0.65
C (-1.921, -6.986, 4.286)  -0.32
O (-2.347, -6.976, 5.624)  -0.58
H (0.748, -5.084, 5.102)  0.26
H (-0.146, -6.170, 5.950)  0.23
H (0.108, -6.925, 2.619)  0.39
H (-1.333, -3.652, 4.221)  0.63
H (-3.627, -4.269, 3.765)  0.33
H (-2.818, -6.505, 2.390)  0.31
H (-4.049, -6.756, 3.648)  0.43
H (-1.667, -7.991, 3.945)  0.49
H (-1.831, -7.589, 6.158)  0.38
C (3.264, -0.815, -4.619)  -0.52
C (2.132, -0.049, -4.877)  -0.64
C (1.097, -0.004, -3.957)  -0.60
C (1.192, -0.729, -2.774)  0.53
C (2.327, -1.504, -2.518)  0.19
C (3.362, -1.542, -3.444)  -0.65
C (2.453, -2.301, -1.269)  0.50
O (3.428, -2.976, -1.028)  -0.66
C (1.314, -2.242, -0.294)  0.41
C (1.395, -2.991, 0.874)  -1.18
C (0.361, -2.938, 1.792)  0.28
C (-0.748, -2.132, 1.557)  -0.36
C (-0.833, -1.386, 0.394)  -0.79
C (0.198, -1.447, -0.537)  0.26
C (0.077, -0.644, -1.795)  0.46
O (-0.894, 0.053, -1.985)  -0.66
H (4.071, -0.844, -5.339)  0.41
H (2.059, 0.516, -5.797)  0.44
H (0.211, 0.590, -4.138)  0.52
H (4.234, -2.143, -3.226)  0.50
H (2.271, -3.604, 1.038)  0.50
H (0.441, -3.524, 2.698)  0.24
H (-1.555, -2.069, 2.279)  0.32
H (-1.682, -0.749, 0.185)  0.52
C (0.982, 3.040, 0.910)  -0.85
C (0.976, 2.365, -0.305)  0.03
C (0.635, 3.025, -1.472)  -0.75
C (0.288, 4.369, -1.430)  0.16
C (0.280, 5.046, -0.211)  0.28
C (0.634, 4.380, 0.957)  -0.65
C (-0.112, 6.485, -0.129)  0.64
O (-0.111, 7.074, 0.929)  -0.66
C (-0.510, 7.161, -1.398)  0.13
C (-0.914, 8.491, -1.349)  -0.56
C (-1.280, 9.145, -2.513)  -0.48
C (-1.242, 8.477, -3.732)  -0.51
C (-0.842, 7.152, -3.786)  -0.51
C (-0.478, 6.488, -2.621)  0.13
C (-0.065, 5.059, -2.706)  0.54
O (-0.017, 4.474, -3.766)  -0.66
H (1.257, 2.521, 1.819)  0.42
H (1.249, 1.318, -0.342)  0.45
H (0.628, 2.515, -2.426)  0.62
H (0.627, 4.931, 1.888)  0.49
H (-0.932, 8.992, -0.391)  0.48
H (-1.596, 10.179, -2.473)  0.41
H (-1.526, 8.992, -4.640)  0.40
H (-0.806, 6.613, -4.723)  0.47

Forces on atoms 1 to 2 (eV/Å):
-0.16 0.03 0.26
-0.08 -0.04 0.08

Record 3
The following is a quantum chemistry calculation of a structure of composition C11H30ClIO2P3Rh at a distorted geometry, from OMol25.

Results
* total charge: +2
* orbital gap (spin up / spin down): 5.256 / 3.061 eV
* calculated total energy: -67470.4923 eV
* expectation value of S²: 6.027
* 2S+1: 5

Each line ends with the Löwdin spin population.
Positions of all 49 atoms, in Å:
C (2.794, -4.288, -5.530)  0.02
C (2.900, -3.402, -4.317)  0.03
H (3.807, -4.591, -5.798)  0.00
H (2.343, -3.747, -6.371)  0.00
H (2.195, -5.181, -5.310)  0.00
O (3.897, -3.073, -3.727)  0.31
I (1.056, -2.595, -3.495)  0.60
Rh (-0.443, 0.111, -0.020)  2.25
P (-0.690, -1.846, 1.115)  0.07
C (0.084, -1.859, 2.774)  0.03
C (-2.449, -2.211, 1.448)  0.01
H (-2.514, -3.169, 1.980)  0.00
H (-0.163, -4.171, 0.911)  0.00
H (-2.981, -2.274, 0.493)  0.00
H (-0.354, -3.391, -0.702)  0.00
H (-0.374, -1.122, 3.444)  0.00
H (-2.890, -1.416, 2.062)  0.00
C (0.049, -3.282, 0.306)  0.01
H (-0.039, -2.863, 3.207)  0.01
H (1.130, -3.124, 0.244)  0.00
H (1.153, -1.636, 2.658)  0.00
P (-0.296, 1.800, -1.557)  0.08
C (0.645, 3.244, -0.972)  0.03
C (0.539, 1.349, -3.100)  0.01
H (-2.574, 1.671, -2.359)  0.00
H (-1.818, 3.266, -2.727)  0.00
H (-2.398, 2.901, -1.066)  0.00
C (-1.941, 2.477, -1.971)  0.01
H (0.055, 0.479, -3.552)  0.00
H (0.506, 2.211, -3.780)  0.00
H (0.671, 3.997, -1.775)  0.01
H (1.667, 2.919, -0.738)  0.00
H (1.580, 1.098, -2.869)  0.00
H (0.192, 3.677, -0.071)  0.00
Cl (-1.589, -0.963, -1.648)  0.31
C (-0.145, 3.635, 2.466)  0.00
P (-0.022, 1.843, 2.594)  0.02
C (0.882, 1.434, 4.103)  0.00
C (-1.712, 1.272, 2.844)  0.00
O (0.757, 1.234, 1.423)  0.18
H (0.833, 4.058, 2.207)  0.00
H (-0.448, 4.021, 3.442)  0.00
H (-0.907, 3.918, 1.732)  0.00
H (0.396, 1.917, 4.960)  0.00
H (0.901, 0.351, 4.279)  0.00
H (1.908, 1.816, 4.014)  0.00
H (-2.304, 1.391, 1.928)  0.00
H (-1.747, 0.222, 3.182)  0.00
H (-2.142, 1.894, 3.638)  0.00

Forces on atoms 1 to 2 (eV/Å):
0.19 0.02 0.05
3.24 -0.54 -0.24

Record 4
The following is a quantum chemistry calculation of the ion C5H3N2O2 with charge -1 at a distorted geometry, from OMol25.

Results
* total charge: -1
* orbital gap (spin up / spin down): 6.086 / 5.190 eV
* calculated total energy: -12304.5569 eV
* expectation value of S²: 2.040
* 2S+1: 3

Each line ends with the Löwdin spin population.
Positions of all 12 atoms, in Å:
C (-2.407, 1.046, 1.488)  0.34
C (-1.418, 0.720, 0.851)  0.14
C (-0.503, 0.448, -0.129)  0.61
C (0.122, -1.268, -2.594)  0.36
C (1.664, -0.531, -0.734)  0.05
N (0.679, -0.089, 0.152)  0.14
N (1.346, -0.685, -2.038)  0.07
O (0.228, -1.576, -3.774)  0.17
O (2.780, -0.787, -0.269)  0.08
H (-3.295, 1.344, 1.961)  0.04
H (1.003, -0.234, 1.113)  0.01
H (2.170, -0.940, -2.589)  0.01

Forces on atoms 1 to 2 (eV/Å):
-0.32 0.15 0.48
0.49 0.00 -1.46

Record 5
The following is a quantum chemistry calculation of a structure of composition CH4NOPS at a distorted geometry, from OMol25.

Results
* orbital gap: 9.051 eV
* calculated total energy: -24760.0365 eV
* energy relative to the best compared isomer or geometry (same formula, charge and spin): 2.459 eV

Each line ends with the Mulliken charge.
Positions of all 9 atoms, in Å:
C (1.472, -0.085, 0.479)  -0.44
N (-0.848, 1.014, -0.027)  -0.45
O (-0.089, -0.685, -1.595)  -0.50
P (-0.013, 0.290, 1.366)  0.01
S (-1.333, -0.221, -1.086)  0.40
H (2.306, -0.789, 0.837)  0.24
H (1.555, 0.109, -0.536)  0.32
H (-1.547, 1.339, 0.560)  0.31
H (-1.503, -0.972, 0.001)  0.12

Forces on atoms 1 to 2 (eV/Å):
-1.11 -1.59 3.87
1.75 0.04 0.64

Record 6
The following is a quantum chemistry calculation of an isolated molecule of C18H21N7O at a distorted geometry, from OMol25.

Results
* orbital gap: 9.141 eV
* calculated total energy: -31485.9722 eV
* structure (SMILES): Cc1nc(N2CCC(C(N)=O)CC2)c2nnn(Cc3ccccc3)c2n1
* energy relative to the best compared isomer or geometry (same formula, charge and spin): 0.000 eV

Each line ends with the Mulliken charge.
Positions of all 47 atoms, in Å:
C (-1.061, -3.937, 0.095)  -1.26
C (-0.790, -2.482, 0.298)  0.14
N (-1.803, -1.737, 0.711)  -0.53
C (-1.472, -0.455, 0.868)  0.61
N (-2.223, 0.589, 1.283)  0.93
N (-1.468, 1.696, 1.301)  -1.28
N (-0.279, 1.430, 0.934)  -0.06
C (-0.198, 0.103, 0.643)  1.39
C (0.800, -0.796, 0.194)  -0.43
N (2.061, -0.445, -0.081)  0.15
C (3.014, -1.445, -0.516)  -0.74
H (2.921, -1.600, -1.598)  0.23
C (4.428, -0.999, -0.173)  -1.09
H (4.503, -0.822, 0.902)  0.32
H (5.135, -1.790, -0.427)  0.44
C (4.779, 0.277, -0.954)  0.79
C (6.043, 0.893, -0.360)  -0.03
O (7.135, 0.737, -0.855)  -0.64
N (5.864, 1.590, 0.785)  -0.26
H (4.958, 1.764, 1.180)  0.16
H (6.668, 2.020, 1.213)  0.24
C (3.570, 1.231, -0.996)  -1.39
H (3.892, 2.268, -0.893)  0.41
C (2.535, 0.910, 0.081)  -0.36
H (1.685, 1.593, 0.008)  0.52
H (2.961, 1.032, 1.087)  0.10
H (3.079, 1.141, -1.967)  0.40
H (5.044, -0.008, -1.976)  0.36
H (2.759, -2.386, -0.023)  0.56
N (0.450, -2.076, 0.039)  -0.56
C (-3.627, 0.607, 1.604)  -1.37
C (-4.449, 0.666, 0.340)  0.69
C (-5.016, 1.860, -0.083)  -0.48
C (-5.740, 1.907, -1.261)  -0.54
C (-5.895, 0.765, -2.028)  -0.39
C (-5.321, -0.426, -1.615)  -0.69
C (-4.601, -0.477, -0.435)  -0.13
H (-4.140, -1.400, -0.113)  0.50
H (-5.436, -1.318, -2.213)  0.38
H (-6.459, 0.803, -2.948)  0.38
H (-6.182, 2.839, -1.583)  0.37
H (-4.889, 2.753, 0.511)  0.35
H (-3.851, -0.306, 2.162)  0.39
H (-3.803, 1.486, 2.227)  0.45
H (-0.828, -4.212, -0.931)  0.32
H (-2.103, -4.150, 0.311)  0.37
H (-0.420, -4.522, 0.751)  0.28

Forces on atoms 1 to 2 (eV/Å):
-0.07 0.01 0.02
-0.36 0.03 0.11